Molecular formula: C10H9NO2
Method: DFT, wB97M-V/def2-TZVPD

* Kohn-Sham gap: 9.5 eV
* calculated total energy: -591.65100 a.u.
* SMILES: C=Cc1cncc2c1CCOC2=O
* energy above the lowest of the compared OMol25 structures with the same formula, charge and spin: 1.5658 eV

```
22
Properties=species:S:1:pos:R:3:forces:R:3
C -0.774 -2.444 -1.528 0.7 1.2 1.4
C -0.688 -1.196 -2.057 1.1 -2.0 2.1
C 0.128 -0.179 -1.340 1.0 1.0 -0.2
C 1.168 0.499 -2.073 -1.1 -1.3 0.3
N 1.940 1.400 -1.536 1.0 1.2 -0.4
C 1.741 1.849 -0.293 0.1 1.3 -0.8
C 0.805 1.302 0.504 -2.2 -3.9 0.8
C 0.099 0.146 0.034 -0.5 -0.3 -0.2
C -0.677 -0.660 1.093 -0.8 1.7 -0.8
C -1.282 0.295 2.121 0.6 0.1 -0.8
O -0.274 1.188 2.738 -0.9 -1.1 0.0
C 0.722 1.606 1.968 1.7 1.8 -1.5
O 1.619 2.334 2.337 -0.8 -0.3 1.5
H -0.337 -2.753 -0.501 -0.7 0.8 -2.0
H -1.292 -3.221 -2.024 -0.5 -0.7 -0.6
H -1.049 -1.027 -3.056 -0.1 0.3 -0.1
H 1.407 0.157 -3.109 -0.3 0.5 0.8
H 2.242 2.746 0.089 0.4 -0.5 -0.5
H -1.562 -1.121 0.673 -0.2 -0.2 -0.5
H -0.155 -1.484 1.528 0.9 -0.3 0.4
H -1.758 -0.353 2.875 0.2 1.0 0.2
H -2.022 0.917 1.559 0.5 -0.3 0.9
```
Positions in Å, forces in eV/Å.